Version w
Here is a 16-piece molecular cluster, C48H112N16O16 overall from the Open Molecules 2025 dataset. Energies are from the ωB97M-V functional and the def2-TZVPD basis.

**Lowest unoccupied orbital energy**: 0.0 eV
**Charge**: 0
**HOMO-LUMO gap**: 8.45 eV
**2S+1**: 1

```
192
C48H112N16O16 | the Open Molecules 2025 dataset | the ωB97M-V functional and the def2-TZVPD basis
C 1.080 4.412 -13.856
C 2.372 5.123 -14.004
O 3.251 5.105 -13.071
N 2.535 5.813 -15.120
C 3.637 6.551 -15.527
H 0.592 4.459 -12.883
H 1.138 3.364 -14.151
H 0.341 4.891 -14.499
H 1.717 5.869 -15.709
H 3.528 7.456 -14.931
H 3.552 6.835 -16.576
H 4.550 5.975 -15.378
C 8.772 6.911 -20.659
C 7.859 5.928 -21.349
O 6.629 5.983 -21.102
N 8.372 4.993 -22.130
C 9.772 4.690 -22.479
H 9.636 7.207 -21.252
H 9.064 6.633 -19.647
H 8.286 7.880 -20.546
H 7.759 4.265 -22.467
H 10.009 4.988 -23.501
H 9.856 3.612 -22.615
H 10.461 5.082 -21.731
C 3.021 13.697 -17.641
C 2.270 14.673 -16.704
O 1.652 14.218 -15.767
N 2.388 15.964 -17.005
C 1.632 17.058 -16.339
H 4.019 14.108 -17.796
H 2.551 13.433 -18.589
H 3.191 12.743 -17.142
H 2.804 16.226 -17.887
H 1.357 16.644 -15.369
H 0.728 17.334 -16.883
H 2.293 17.919 -16.239
C 10.232 11.064 -11.434
C 9.902 11.209 -12.881
O 10.360 12.127 -13.558
N 9.180 10.264 -13.446
C 8.660 10.160 -14.825
H 9.877 11.995 -10.991
H 11.314 11.040 -11.301
H 9.700 10.260 -10.927
H 8.840 9.557 -12.810
H 9.401 10.020 -15.612
H 8.068 11.062 -14.981
H 8.002 9.293 -14.779
C 10.290 7.006 -15.243
C 11.147 5.946 -14.613
O 12.046 6.229 -13.897
N 10.675 4.716 -14.888
C 11.366 3.488 -14.450
H 10.931 7.643 -15.853
H 9.898 7.581 -14.405
H 9.451 6.646 -15.839
H 9.948 4.608 -15.581
H 11.994 3.659 -13.575
H 11.979 3.090 -15.258
H 10.621 2.711 -14.279
C 6.300 4.241 -17.234
C 7.755 3.872 -17.137
O 8.600 4.762 -16.938
N 8.100 2.614 -17.340
C 9.380 2.055 -17.101
H 6.014 4.938 -16.446
H 5.689 3.350 -17.094
H 6.113 4.610 -18.243
H 7.421 1.866 -17.332
H 9.296 1.270 -16.350
H 10.191 2.735 -16.844
H 9.710 1.575 -18.022
C 1.630 3.006 -17.450
C 2.674 3.685 -18.299
O 3.643 3.015 -18.540
N 2.498 4.922 -18.757
C 3.541 5.640 -19.493
H 1.607 1.961 -17.759
H 0.602 3.363 -17.520
H 2.061 3.053 -16.450
H 1.585 5.320 -18.590
H 4.155 5.034 -20.159
H 4.095 6.372 -18.906
H 3.034 6.319 -20.180
C 10.408 9.925 -18.753
C 9.132 10.763 -18.960
O 8.288 10.363 -19.738
N 8.997 11.963 -18.411
C 10.034 12.597 -17.551
H 11.079 10.071 -19.599
H 10.165 8.884 -18.538
H 10.920 10.271 -17.855
H 8.158 12.355 -18.815
H 10.951 12.760 -18.117
H 10.093 12.111 -16.577
H 9.716 13.605 -17.285
C 5.242 10.657 -13.304
C 4.193 9.971 -12.559
O 3.014 10.410 -12.465
N 4.611 8.905 -11.813
C 3.732 8.059 -11.067
H 5.463 11.686 -13.021
H 4.890 10.795 -14.326
H 6.189 10.117 -13.311
H 5.598 8.695 -11.786
H 4.336 7.729 -10.221
H 3.386 7.263 -11.725
H 2.825 8.585 -10.770
C 1.167 8.513 -19.451
C 1.792 9.425 -18.494
O 2.255 10.464 -18.813
N 1.696 9.097 -17.205
C 2.199 9.866 -16.153
H 1.294 7.478 -19.134
H 1.484 8.645 -20.485
H 0.092 8.688 -19.397
H 1.401 8.143 -17.057
H 2.318 9.251 -15.261
H 1.582 10.741 -15.947
H 3.194 10.209 -16.435
C 4.659 13.140 -20.875
C 3.231 13.123 -21.426
O 2.921 13.905 -22.327
N 2.331 12.291 -20.939
C 0.947 12.077 -21.349
H 4.782 12.411 -20.075
H 4.832 14.076 -20.344
H 5.464 12.938 -21.582
H 2.527 11.723 -20.128
H 0.237 12.030 -20.524
H 0.814 11.076 -21.760
H 0.564 12.752 -22.114
C 5.837 10.998 -17.584
C 5.997 9.599 -17.087
O 5.444 9.171 -16.084
N 6.863 8.829 -17.820
C 7.060 7.446 -17.454
H 4.798 11.308 -17.690
H 6.277 11.129 -18.573
H 6.372 11.688 -16.931
H 7.455 9.202 -18.548
H 6.199 6.926 -17.874
H 7.115 7.299 -16.376
H 8.012 7.118 -17.872
C 4.784 6.907 -23.749
C 4.484 8.202 -23.034
O 3.816 9.017 -23.600
N 5.035 8.337 -21.837
C 4.832 9.575 -21.068
H 5.496 7.045 -24.563
H 3.903 6.534 -24.273
H 5.065 6.061 -23.123
H 5.588 7.578 -21.465
H 5.794 9.859 -20.640
H 4.246 9.449 -20.157
H 4.641 10.450 -21.689
C 5.688 14.606 -14.153
C 6.929 13.902 -14.436
O 7.281 13.739 -15.618
N 7.697 13.496 -13.374
C 7.632 13.937 -11.949
H 5.829 15.535 -13.600
H 5.134 13.917 -13.515
H 4.997 14.797 -14.973
H 8.479 12.925 -13.661
H 6.658 13.681 -11.532
H 7.913 14.982 -11.817
H 8.257 13.316 -11.308
C 5.581 17.753 -20.584
C 5.638 16.643 -19.494
O 4.632 16.348 -18.873
N 6.781 15.913 -19.296
C 6.806 14.791 -18.402
H 4.716 17.631 -21.235
H 6.397 17.700 -21.305
H 5.472 18.729 -20.112
H 7.333 15.943 -20.141
H 7.725 14.864 -17.820
H 6.870 13.842 -18.934
H 5.944 14.740 -17.737
C 7.518 6.751 -9.840
C 7.380 7.265 -11.240
O 7.652 8.432 -11.558
N 7.011 6.325 -12.115
C 6.758 6.612 -13.520
H 6.865 5.904 -9.631
H 7.359 7.566 -9.134
H 8.508 6.311 -9.716
H 6.831 5.372 -11.833
H 7.723 6.707 -14.019
H 6.159 7.476 -13.804
H 6.435 5.747 -14.100
```

=====

Version x
Here is a 16-piece molecular cluster, C48H112N16O16 overall from the Open Molecules 2025 dataset. Energies are from the ωB97M-V functional and the def2-TZVPD basis.

**Lowest unoccupied orbital energy**: -0.2 eV
**Charge**: 0
**HOMO-LUMO gap**: 8.97 eV
**2S+1**: 1

```
192
C48H112N16O16 | the Open Molecules 2025 dataset | the ωB97M-V functional and the def2-TZVPD basis
C -1.900 -5.641 7.350
O -2.073 -6.366 8.299
N -0.776 -5.531 6.652
C -0.734 -4.702 5.406
C 0.462 -6.246 6.943
H -2.700 -4.971 6.998
H -0.228 -3.739 5.473
H -1.749 -4.655 5.011
H -0.209 -5.267 4.636
H 0.819 -7.004 6.246
H 1.273 -5.572 7.221
H 0.516 -6.742 7.913
C -7.328 4.972 -3.372
O -7.469 4.044 -2.562
N -6.330 5.029 -4.288
C -6.125 6.240 -5.136
C -5.484 3.839 -4.652
H -7.919 5.898 -3.296
H -6.350 6.080 -6.190
H -5.081 6.549 -5.072
H -6.690 7.116 -4.818
H -5.873 3.361 -5.551
H -4.494 4.077 -5.041
H -5.300 3.044 -3.929
C 3.187 6.094 -5.608
O 2.663 5.086 -5.054
N 4.310 6.713 -5.257
C 4.484 8.147 -5.686
C 5.200 6.259 -4.235
H 2.825 6.580 -6.527
H 5.451 8.362 -6.141
H 4.374 8.745 -4.781
H 3.798 8.568 -6.421
H 4.945 6.401 -3.185
H 5.268 5.171 -4.241
H 6.189 6.706 -4.335
C 8.398 -3.532 3.392
O 8.866 -2.987 2.393
N 7.310 -3.021 4.061
C 6.873 -3.642 5.347
C 6.582 -1.812 3.731
H 8.849 -4.397 3.904
H 7.051 -4.715 5.411
H 5.854 -3.359 5.612
H 7.527 -3.063 6.000
H 6.486 -1.055 4.509
H 6.890 -1.304 2.817
H 5.544 -2.120 3.607
C -6.999 -3.349 -3.876
O -8.044 -3.729 -3.386
N -6.663 -2.090 -3.878
C -5.525 -1.675 -4.754
C -7.338 -1.069 -3.160
H -6.323 -4.051 -4.389
H -4.563 -1.643 -4.243
H -5.727 -0.703 -5.205
H -5.384 -2.360 -5.591
H -6.806 -0.594 -2.335
H -7.578 -0.312 -3.907
H -8.210 -1.329 -2.560
C 6.431 5.273 1.990
O 5.342 4.694 1.781
N 6.728 6.630 1.888
C 8.086 7.150 2.162
C 5.711 7.618 1.460
H 7.252 4.728 2.482
H 8.838 6.361 2.156
H 8.083 7.681 3.114
H 8.401 7.969 1.516
H 6.040 8.406 0.783
H 4.867 7.215 0.900
H 5.247 8.219 2.242
C -2.292 -7.554 -6.807
O -3.144 -7.112 -6.070
N -0.995 -7.200 -6.641
C 0.048 -7.687 -7.609
C -0.407 -6.411 -5.512
H -2.451 -8.165 -7.709
H -0.264 -8.449 -8.324
H 0.873 -8.225 -7.141
H 0.514 -6.853 -8.133
H -1.106 -5.779 -4.965
H -0.095 -7.219 -4.849
H 0.365 -5.745 -5.897
C 4.276 -0.944 -3.484
O 3.803 -2.009 -3.891
N 5.241 -0.789 -2.621
C 5.420 0.470 -2.000
C 5.786 -1.847 -1.830
H 3.949 0.032 -3.874
H 6.464 0.744 -2.152
H 5.237 0.454 -0.926
H 4.832 1.205 -2.549
H 5.232 -1.918 -0.895
H 5.825 -2.802 -2.354
H 6.836 -1.815 -1.538
C 1.025 1.594 9.178
O 1.977 2.296 9.068
N 0.745 0.456 8.540
C -0.446 -0.368 8.874
C 1.605 -0.139 7.486
H 0.254 1.862 9.917
H -1.021 -0.038 9.738
H -0.074 -1.348 9.173
H -1.139 -0.467 8.039
H 2.008 -1.042 7.944
H 0.970 -0.398 6.639
H 2.440 0.451 7.108
C -2.081 8.299 -1.521
O -1.553 8.823 -2.551
N -1.425 7.755 -0.529
C 0.026 7.772 -0.506
C -2.091 7.258 0.666
H -3.174 8.256 -1.398
H 0.511 8.430 -1.227
H 0.378 6.753 -0.666
H 0.308 8.087 0.498
H -1.679 6.363 1.131
H -1.961 8.081 1.369
H -3.176 7.230 0.559
C -6.375 -6.165 3.447
O -5.861 -5.198 3.987
N -6.081 -6.529 2.197
C -6.692 -7.711 1.557
C -5.020 -5.911 1.360
H -6.976 -6.903 4.000
H -7.621 -8.031 2.027
H -6.028 -8.574 1.516
H -6.914 -7.479 0.515
H -5.569 -5.421 0.556
H -4.564 -5.138 1.979
H -4.275 -6.559 0.900
C -5.436 1.726 1.978
O -4.381 2.321 1.820
N -5.506 0.603 2.680
C -6.734 -0.133 2.857
C -4.349 0.078 3.450
H -6.398 2.046 1.550
H -6.560 -1.203 2.742
H -7.507 0.154 2.145
H -7.061 -0.064 3.894
H -4.479 -0.050 4.524
H -4.149 -0.920 3.060
H -3.500 0.733 3.257
C 1.648 -7.940 0.184
O 0.616 -7.852 -0.540
N 2.668 -7.052 0.223
C 3.969 -7.241 1.028
C 2.537 -5.893 -0.665
H 1.876 -8.784 0.853
H 4.783 -7.400 0.320
H 3.876 -8.269 1.377
H 4.207 -6.436 1.723
H 2.409 -5.007 -0.042
H 3.366 -5.711 -1.349
H 1.729 -6.027 -1.384
C -0.828 4.986 6.451
O -0.881 5.936 7.199
N 0.198 4.722 5.600
C 0.252 3.535 4.738
C 1.260 5.649 5.338
H -1.663 4.294 6.265
H 0.133 3.793 3.686
H -0.356 2.689 5.059
H 1.291 3.205 4.779
H 1.382 6.242 6.245
H 2.237 5.173 5.253
H 1.221 6.262 4.438
C 0.899 0.059 0.293
O 1.064 -0.847 1.103
N -0.090 0.225 -0.628
C -0.122 1.199 -1.710
C -1.032 -0.868 -0.901
H 1.589 0.917 0.276
H 0.471 0.892 -2.571
H 0.402 2.106 -1.411
H -1.172 1.393 -1.930
H -2.034 -0.442 -0.840
H -0.898 -1.444 -1.817
H -0.944 -1.676 -0.174
C 0.971 0.701 -8.347
O 0.958 1.813 -8.862
N -0.154 0.010 -7.876
C -0.038 -1.364 -7.410
C -1.485 0.552 -7.762
H 1.917 0.260 -7.998
H 0.937 -1.826 -7.566
H -0.908 -1.937 -7.734
H -0.046 -1.355 -6.320
H -2.200 -0.271 -7.749
H -1.481 1.112 -6.827
H -1.915 1.215 -8.512
```

=====

version w is preferred energetically. Next in line: 300.7 kcal/mol higher.

=====

Version w
Here is a 2-piece molecular cluster, C10H18NO overall from the Open Molecules 2025 dataset. Energies are from the ωB97M-V functional and the def2-TZVPD basis.

**Lowest unoccupied orbital energy**: -3.1 eV
**Charge**: +1
**HOMO-LUMO gap**: 8.99 eV
**2S+1**: 1

```
30
C10H18NO | the Open Molecules 2025 dataset | the ωB97M-V functional and the def2-TZVPD basis
C -2.248 -0.373 0.407
C -3.531 -1.139 0.135
N -1.458 -1.097 1.424
H -1.860 -0.157 -0.660
H -2.419 0.654 0.784
H -4.366 -1.016 0.753
H -3.485 -2.220 0.377
H -2.033 -1.912 1.896
H -0.757 -1.728 1.015
H -1.031 -0.403 1.994
H -3.740 -0.939 -0.910
C 0.949 -2.040 -0.540
C 2.298 -2.206 -1.241
C 0.644 -0.674 -0.200
C 0.159 0.166 -1.232
C 1.297 0.001 0.993
C 0.328 1.525 -1.184
C 1.201 1.327 1.151
C 0.724 2.070 0.039
O 0.639 3.510 0.143
H 0.210 -2.542 -1.082
H 1.123 -2.619 0.443
H 2.180 -2.455 -2.488
H -0.257 -0.182 -2.237
H 1.860 -0.841 1.388
H 0.049 2.270 -1.945
H 1.487 1.984 2.071
H 1.360 4.016 -0.289
H 3.025 -3.027 -0.881
H 2.822 -1.232 -1.314
```

=====

Version x
Here is a 2-piece molecular cluster, C10H18NO overall from the Open Molecules 2025 dataset. Energies are from the ωB97M-V functional and the def2-TZVPD basis.

**Lowest unoccupied orbital energy**: -4.4 eV
**Charge**: +1
**HOMO-LUMO gap**: 8.57 eV
**2S+1**: 1

```
30
C10H18NO | the Open Molecules 2025 dataset | the ωB97M-V functional and the def2-TZVPD basis
C 2.222 -1.399 -0.697
C 0.727 -1.308 -1.252
C -0.190 -0.371 -0.337
C -1.723 -0.552 -0.623
N 0.313 1.020 -0.544
C 0.972 1.602 0.531
C 1.559 2.932 0.487
C 1.446 3.673 -0.774
C 0.740 3.062 -1.896
C 0.198 1.710 -1.720
H 2.902 -1.530 -1.586
H 2.560 -0.458 -0.193
H 2.248 -2.295 -0.019
H 0.253 -2.321 -1.371
H 0.824 -0.869 -2.290
H -0.025 -0.677 0.735
H -2.075 -0.135 -1.600
H -1.907 -1.664 -0.660
H -2.364 -0.174 0.222
H 1.088 1.029 1.482
H 2.096 3.314 1.386
H 1.913 4.686 -0.822
H 0.637 3.574 -2.878
H -0.315 1.235 -2.594
C -2.258 -2.127 3.120
O -2.953 -2.501 1.936
H -2.594 -1.137 3.423
H -2.473 -2.840 3.918
H -1.181 -2.101 2.928
H -2.640 -3.379 1.688
```

=====

version x is preferred energetically. Next in line: 49.0 kcal/mol higher.